A 7-piece molecular cluster, C28H62B2NO21 overall in a non-equilibrium geometry. Source: OMol25; level of theory: the ωB97M-V functional and the def2-TZVPD basis.

Atoms and positions in Å:
C1 1.65 -2.42 0.54
C2 1.76 -1.65 -0.82
C3 1.00 -0.29 -0.68
C4 -0.06 0.00 -1.78
O1 -0.99 -0.99 -2.02
B1 -1.74 -1.43 -0.81
N1 -2.70 -2.58 -1.30
B2 -2.71 -0.26 -0.09
O2 -3.25 0.93 -0.69
O3 -3.08 -0.45 1.29
H1 0.73 -3.01 0.56
H2 1.69 -1.73 1.40
H3 2.50 -3.11 0.68
H4 1.36 -2.29 -1.62
H5 2.84 -1.47 -0.99
H6 1.77 0.51 -0.78
H7 0.61 -0.17 0.35
H8 0.51 0.14 -2.72
H9 -0.51 1.00 -1.56
H10 -1.04 -1.95 0.05
H11 -3.49 -2.08 -1.73
H12 -3.08 -2.97 -0.44
H13 -2.90 1.70 -0.24
H14 -2.76 -1.31 1.54
C5 -0.22 6.87 2.39
C6 0.18 6.52 0.97
O4 -0.70 5.53 0.41
C7 -1.90 5.96 0.04
O5 -2.31 7.08 0.13
O6 -2.58 4.91 -0.41
C8 -3.94 5.19 -0.76
H15 -0.27 5.97 3.00
H16 0.50 7.56 2.83
H17 -1.20 7.34 2.42
H18 1.17 6.08 0.97
H19 0.21 7.40 0.33
H20 -4.00 6.02 -1.46
H21 -4.51 5.42 0.14
H22 -4.35 4.30 -1.22
C9 -8.05 -6.63 -4.26
C10 -7.29 -6.29 -5.53
O7 -6.44 -5.16 -5.35
C11 -5.31 -5.39 -4.65
O8 -4.97 -6.45 -4.20
O9 -4.65 -4.24 -4.55
C12 -3.46 -4.31 -3.74
H23 -8.60 -5.75 -3.90
H24 -8.76 -7.44 -4.45
H25 -7.37 -6.94 -3.47
H26 -7.99 -6.01 -6.31
H27 -6.72 -7.14 -5.89
H28 -2.80 -5.10 -4.09
H29 -3.73 -4.47 -2.70
H30 -2.95 -3.36 -3.82
C13 -5.49 -3.30 -7.82
C14 -5.64 -2.34 -8.99
O10 -5.95 -3.04 -10.20
C15 -7.21 -3.47 -10.31
O11 -8.09 -3.32 -9.51
O12 -7.32 -4.12 -11.48
C16 -8.60 -4.71 -11.68
H31 -4.75 -4.07 -8.05
H32 -5.17 -2.76 -6.92
H33 -6.43 -3.80 -7.59
H34 -4.69 -1.84 -9.17
H35 -6.39 -1.58 -8.79
H36 -9.40 -3.98 -11.56
H37 -8.74 -5.54 -10.98
H38 -8.62 -5.10 -12.69
C17 5.81 4.11 4.54
C18 6.19 3.76 3.11
O13 5.31 2.77 2.57
C19 4.10 3.21 2.21
O14 3.71 4.34 2.30
O15 3.41 2.17 1.76
C20 2.05 2.49 1.43
H39 5.78 3.21 5.16
H40 6.54 4.81 4.97
H41 4.83 4.58 4.58
H42 7.19 3.32 3.10
H43 6.21 4.64 2.47
H44 1.99 3.32 0.73
H45 1.49 2.71 2.34
H46 1.61 1.61 0.96
C21 5.93 6.88 11.10
C22 5.68 7.79 9.92
O16 5.32 7.05 8.75
C23 4.07 6.57 8.73
O17 3.25 6.72 9.59
O18 3.91 5.88 7.61
C24 2.64 5.23 7.51
H47 6.68 6.13 10.85
H48 6.29 7.46 11.96
H49 5.03 6.35 11.40
H50 6.59 8.33 9.66
H51 4.92 8.54 10.14
H52 1.82 5.93 7.65
H53 2.58 4.42 8.24
H54 2.57 4.81 6.51
C25 6.36 -7.47 2.62
C26 6.29 -6.77 1.28
O19 5.58 -5.53 1.37
C27 6.26 -4.53 1.93
O20 7.38 -4.58 2.35
O21 5.45 -3.47 1.97
C28 6.01 -2.34 2.64
H55 5.36 -7.60 3.03
H56 6.83 -8.45 2.51
H57 6.94 -6.89 3.34
H58 5.74 -7.38 0.57
H59 7.29 -6.61 0.85
H60 6.98 -2.07 2.22
H61 6.10 -2.55 3.71
H62 5.33 -1.51 2.50

Gap between HOMO and LUMO ... 5.481 eV
E ... -75887.216 eV
E_HOMO ... -3.63 eV
M ... 770.41 g/mol
Total charge ... -1